# C50H72Br4Cl5GeIrO2PSi3

A structure of composition C50H72Br4Cl5GeIrO2PSi3 at a distorted geometry (ωB97M-V with the def2-TZVPD basis set, the OMol25 dataset).

Geometry (Å):
Ir -1.12455 0.19787 -0.80157
C 3.35857 2.52615 -2.07707
C 3.05003 1.82151 -0.75530
C 4.16275 2.14148 0.25457
C 1.70663 2.19381 -0.15763
C 1.08194 3.39378 -0.44917
C -0.16540 3.72962 0.08287
C -0.65304 5.15384 -0.12650
C -0.41812 5.68759 -1.54945
C 0.09086 6.06216 0.86634
C -0.81097 2.81839 0.92947
C -0.04030 1.76043 1.50052
C 1.15358 1.41611 0.85744
C -0.14112 1.47242 3.02119
C -1.48485 1.16609 3.72626
C 0.91015 0.46914 3.49823
C -2.21477 3.02980 1.40592
C -2.41744 3.93914 2.44331
C -3.66633 4.16945 2.99535
C -4.75931 3.47659 2.49956
C -4.57617 2.57676 1.46311
C -3.32415 2.33977 0.88805
P -3.26672 1.21695 -0.57236
C -3.63358 2.43644 -1.98958
C -4.97675 3.18080 -1.88345
C -2.57358 3.53664 -1.91415
C -3.52341 1.69391 -3.32729
C -4.75459 -0.00631 -0.56158
C -6.09905 0.59109 -1.01348
C -4.96297 -0.64074 0.83429
C -4.41799 -1.10850 -1.60264
H 4.17474 2.01619 -2.59293
H 3.67415 3.55793 -1.90009
H 2.49749 2.54221 -2.74605
H 3.05220 0.73968 -0.92248
H 4.17777 3.21271 0.47224
H 5.14030 1.85819 -0.14587
H 4.01312 1.60655 1.19428
H 1.56838 4.09689 -1.11672
H -1.71331 5.21616 0.10988
H 0.58060 6.12040 -1.64033
H -1.13778 6.47521 -1.77814
H -0.51306 4.90978 -2.30766
H 1.16703 6.02733 0.67834
H -0.07406 5.76358 1.90350
H -0.24795 7.09501 0.75502
H 1.73066 0.57389 1.22299
H 0.19115 2.44252 3.41055
H -2.35524 1.30231 3.09337
H -1.48752 0.14483 4.10855
H -1.61043 1.82471 4.58740
H 0.78933 -0.49969 3.00571
H 0.80810 0.33449 4.57681
H 1.91933 0.84016 3.32091
H -1.55504 4.45658 2.84761
H -3.78178 4.87553 3.80920
H -5.74880 3.63389 2.90885
H -5.43858 2.04400 1.09624
H -5.24358 3.40677 -0.84953
H -5.80170 2.65964 -2.35598
H -4.86886 4.13817 -2.39825
H -2.79580 4.19720 -1.07723
H -2.61566 4.12635 -2.83334
H -1.56625 3.15701 -1.81457
H -4.33989 0.98416 -3.47772
H -2.57273 1.16227 -3.40708
H -3.55855 2.41976 -4.14394
H -6.44377 1.44189 -0.43070
H -6.84526 -0.19827 -0.90660
H -6.07800 0.86883 -2.06335
H -4.68124 0.01202 1.65644
H -4.41007 -1.56842 0.93368
H -6.01904 -0.88953 0.96018
H -5.31464 -1.37619 -2.16518
H -4.06083 -2.01393 -1.11827
H -3.66106 -0.79942 -2.32568
Br 4.24455 -0.33007 -5.32649
C 2.73204 0.24994 -4.36914
C 1.95159 1.30074 -4.84677
Br 2.39539 2.18487 -6.44841
C 0.85817 1.71513 -4.09719
Br -0.18258 3.20199 -4.59789
C 0.52512 1.09743 -2.88707
O -0.48749 1.53649 -2.14471
C 1.26871 -0.00365 -2.42723
O 0.88542 -0.61112 -1.29822
C 2.38177 -0.37441 -3.17414
Br 3.48212 -1.71645 -2.44590
Cl -1.27870 -1.95127 -3.14415
C -1.60203 -2.62151 -1.57837
C -1.63087 -1.74574 -0.49907
C -1.91310 -2.30259 0.73731
Cl -1.86008 -1.21094 2.06950
C -2.26045 -3.63738 0.90935
Cl -2.73382 -4.21613 2.45594
C -2.28360 -4.47515 -0.20403
Cl -2.79943 -6.10361 -0.03908
C -1.91883 -3.96851 -1.45426
Cl -1.94187 -4.99022 -2.83335
C 1.67433 -4.27230 -3.23726
Si 1.93543 -4.56347 -1.40111
C 3.74306 -4.98553 -1.09077
C 0.87584 -6.03330 -0.89469
Ge 1.96412 -2.34409 0.14530
Si 2.04579 -3.91058 2.84822
C 0.73872 -3.22357 3.99861
C 3.56840 -4.15035 3.91952
C 1.41632 -5.56470 2.23707
Si 4.50063 -1.92766 1.07400
C 4.42258 -0.81205 2.58469
C 5.51086 -3.44955 1.54927
C 5.51950 -1.01740 -0.21554
H 1.41092 -5.22348 -3.70945
H 2.58224 -3.90410 -3.71207
H 0.87093 -3.56309 -3.45222
H 4.04731 -5.80282 -1.75618
H 3.89753 -5.31983 -0.06240
H 4.40512 -4.13533 -1.28079
H 1.47449 -6.77843 -0.36753
H 0.47355 -6.50092 -1.79714
H 0.02975 -5.77375 -0.26004
H 1.10727 -2.39099 4.60089
H 0.44127 -4.02985 4.68063
H -0.15325 -2.89556 3.47310
H 4.05388 -3.21078 4.19345
H 4.31424 -4.79972 3.45696
H 3.23157 -4.62900 4.84680
H 0.42111 -5.46416 1.79778
H 1.33719 -6.23675 3.10030
H 2.07539 -6.03256 1.50505
H 3.72093 -1.15542 3.34869
H 4.14984 0.20999 2.31656
H 5.42314 -0.78420 3.03124
H 5.60898 -3.51645 2.63341
H 6.51535 -3.33793 1.12949
H 5.11047 -4.39680 1.18921
H 5.02483 -0.11818 -0.58932
H 5.76592 -1.64771 -1.07150
H 6.45917 -0.71703 0.26178

E_LUMO (spin up / spin down)	-2.18 / -4.34	eV
calculated total energy	-492166.0757	eV
HOMO energy (spin up / spin down)	-9.80 / -10.14	eV
frontier orbital gap (spin up / spin down)	7.62 / 5.79	eV
spin multiplicity	5
energy relative to the best compared isomer or geometry (same formula, charge and spin)	0.157	eV
charge	+1
strongest force on any atom	1.22	eV/A

Atomic partial charges in e from the Löwdin method, atoms 1 to 2:
1. Ir 1.273
2. C -0.037

# C50H75BrF5O7P2S2SbSiTi

A structure of composition C50H75BrF5O7P2S2SbSiTi at a distorted geometry (ωB97M-V with the def2-TZVPD basis set, the OMol25 dataset).

Geometry (Å):
Ti 1.28655 -0.22081 0.29553
F 8.54754 -1.28592 0.99450
C 7.24583 -1.51454 0.80847
C 6.47017 -0.61805 0.10409
F 7.03355 0.47993 -0.40962
C 5.11916 -0.85912 -0.07847
F 4.44172 0.02808 -0.80540
C 4.47524 -1.96251 0.47439
S 2.74424 -2.28351 0.42938
C 5.30538 -2.86632 1.13386
F 4.78528 -3.97581 1.67007
C 6.66156 -2.65935 1.29956
F 7.41194 -3.56148 1.94167
C -2.58140 1.14390 4.24945
C -1.19180 1.67293 3.96224
C -0.40205 2.01710 5.20748
O -0.41840 0.75050 3.13177
P -0.19094 -0.78565 3.17754
O 0.97421 -1.18717 2.35512
C -1.64645 -1.63704 2.52545
P -1.76510 -1.51467 0.72446
O -0.44441 -1.40487 0.04245
O -2.76545 -0.33611 0.50247
C -3.42695 -0.16138 -0.81960
C -4.77251 0.45206 -0.51908
C -2.59290 0.67018 -1.75909
O -2.48329 -2.81959 0.22569
C -3.81368 -3.24427 0.65220
C -3.66537 -4.39873 1.62349
C -4.58802 -3.65911 -0.58036
O -0.11736 -1.10253 4.71137
C 0.35903 -2.38255 5.25629
C 1.83137 -2.59079 4.96391
C 0.05715 -2.32195 6.73549
H -3.16377 1.92169 4.74660
H -2.54303 0.27151 4.90742
H -3.09139 0.88758 3.31702
H -1.27415 2.54857 3.32350
H -0.40928 1.18924 5.91766
H -0.83647 2.90016 5.68148
H 0.63308 2.23931 4.94332
H -2.57597 -1.33722 3.00525
H -1.44133 -2.69446 2.72365
H -3.54748 -1.15007 -1.25791
H -4.63455 1.41463 -0.01986
H -5.37608 -0.19192 0.12546
H -5.31070 0.61408 -1.45381
H -2.57638 1.71172 -1.44076
H -3.03042 0.60152 -2.75745
H -1.56264 0.31346 -1.81983
H -4.31200 -2.40199 1.14087
H -3.06618 -5.18825 1.16542
H -4.65083 -4.79972 1.86385
H -3.18790 -4.09541 2.55594
H -4.06644 -4.47657 -1.08221
H -4.69840 -2.83935 -1.28805
H -5.58281 -3.99599 -0.28459
H -0.22762 -3.18544 4.80016
H 2.41001 -1.75171 5.35646
H 2.02478 -2.67528 3.89586
H 2.16246 -3.50815 5.45155
H 0.56367 -1.46193 7.17861
H 0.41331 -3.22859 7.22555
H -1.01495 -2.22451 6.91224
C 3.27830 1.04526 2.15418
O 2.33399 0.88306 1.13024
H 4.09018 1.68984 1.81733
H 3.69834 0.08322 2.44911
H 2.81547 1.49873 3.03378
C 0.08261 5.84967 -2.57648
C 0.29463 4.44637 -1.97265
C 1.78038 4.07909 -2.12713
C -0.50200 3.41983 -2.79706
Si -0.20982 4.41453 -0.14656
Br -0.35559 2.18814 0.44008
C 1.12127 5.06168 1.06529
C 1.51832 6.51469 0.74136
C 0.61271 5.00764 2.51505
C 2.39771 4.19567 1.01427
C -1.97127 5.08582 0.20804
C -1.89865 6.61006 0.42514
C -2.62005 4.43971 1.44543
C -2.93559 4.82527 -0.96029
H 0.50093 5.86331 -3.58863
H 0.58071 6.63534 -2.00072
H -0.97296 6.11658 -2.65401
H 2.00686 4.00305 -3.19688
H 2.01210 3.11020 -1.67693
H 2.43687 4.84325 -1.70756
H -0.21071 3.52125 -3.85002
H -1.58072 3.56602 -2.73745
H -0.26582 2.39834 -2.49269
H 0.69904 7.21769 0.90353
H 1.85830 6.62671 -0.29104
H 2.34599 6.81075 1.39570
H -0.31039 5.56945 2.66376
H 1.37193 5.44697 3.17234
H 0.45142 3.97214 2.83092
H 3.04107 4.46418 0.17916
H 2.18405 3.13025 0.94295
H 2.97206 4.36389 1.93376
H -1.38371 6.86836 1.35240
H -2.91580 7.01336 0.48839
H -1.38734 7.12050 -0.39757
H -2.05214 4.61694 2.36075
H -2.72659 3.35946 1.31951
H -3.61926 4.87084 1.58576
H -2.62803 5.32068 -1.88025
H -3.92556 5.21373 -0.69186
H -3.04475 3.75817 -1.16556
S 1.26823 0.28497 -1.95388
Sb 1.18490 -2.42927 -2.49888
C 1.90130 -2.98454 -4.48302
C 2.96065 -2.29537 -5.07001
C 3.42389 -2.64589 -6.33729
C 2.83518 -3.69531 -7.02478
C 1.77738 -4.39460 -6.44960
C 1.31221 -4.04084 -5.18940
C 0.96024 -4.55146 -1.89160
C 0.03007 -4.99042 -0.94701
C 0.11951 -6.26206 -0.38306
C 1.16154 -7.10872 -0.73205
C 2.10945 -6.67868 -1.65326
C 2.01367 -5.41092 -2.21614
C -0.79996 -2.19757 -3.37261
C -1.85863 -3.08305 -3.17756
C -3.05503 -2.93955 -3.88274
C -3.20180 -1.91507 -4.80657
C -2.14633 -1.03418 -5.02505
C -0.96300 -1.17308 -4.31215
H 3.42606 -1.47275 -4.53501
H 4.24690 -2.09867 -6.78356
H 3.19943 -3.97290 -8.00727
H 1.31266 -5.21462 -6.98583
H 0.48277 -4.58597 -4.75119
H -0.77594 -4.33605 -0.63506
H -0.62431 -6.58899 0.33809
H 1.24412 -8.08996 -0.27964
H 2.93470 -7.32797 -1.92564
H 2.77230 -5.08746 -2.92231
H -1.74968 -3.90650 -2.48124
H -3.86457 -3.64615 -3.72891
H -4.12599 -1.81105 -5.36340
H -2.24069 -0.24659 -5.76528
H -0.15006 -0.47620 -4.48412

E_LUMO (spin up / spin down)	-0.09 / -0.09	eV
calculated total energy	-228816.0435	eV
HOMO energy (spin up / spin down)	-5.50 / -5.50	eV
frontier orbital gap (spin up / spin down)	5.40 / 5.40	eV
spin multiplicity	1
energy relative to the best compared isomer or geometry (same formula, charge and spin)	1.210	eV
strongest force on any atom	3.06	eV/A

Atomic partial charges in e from the Löwdin method, atoms 1 to 2:
1. Ti 0.335
2. F 0.119

# C50H77CdN6OPSbSi3

A structure of composition C50H77CdN6OPSbSi3 (ωB97M-V with the def2-TZVPD basis set, the OMol25 dataset).

Geometry (Å):
Cd -0.06425 0.64877 0.18149
C 3.07623 -0.66628 0.94787
Sb 3.35460 1.32879 0.20640
C 1.43128 1.91258 1.12517
C 1.04958 3.29078 0.69136
C 1.87603 4.39460 0.95714
C 1.52397 5.65052 0.51487
C 0.34920 5.80058 -0.21743
C -0.41956 4.67612 -0.42818
N -0.10864 3.45503 0.03129
Si 1.54220 1.77282 3.02565
C 0.69780 0.22714 3.69926
C 3.30275 1.81709 3.64956
C 0.60142 3.22095 3.78484
C 3.23621 0.96965 -2.01219
C 1.91424 1.08016 -2.69704
C 1.83762 0.97310 -4.10009
C 0.69390 1.32927 -4.77356
C -0.40390 1.78400 -4.04557
C -0.30641 1.75960 -2.67512
N 0.80326 1.39329 -2.00747
Si 4.31263 2.47746 -2.64392
C 4.31466 2.73598 -4.49835
C 6.06305 2.25659 -2.02797
C 3.55178 4.03379 -1.91987
Si 4.11992 -0.69587 -2.42836
C 2.82312 -2.05893 -2.50859
C 4.97769 -0.71255 -4.09564
C 5.44095 -1.09689 -1.14887
H 2.42157 -0.57260 1.81086
H 4.02134 -1.10925 1.25452
H 2.59747 -1.31747 0.21883
H 2.80104 4.24651 1.50122
H 2.16275 6.50129 0.71378
H 0.04733 6.75748 -0.61819
H -1.33605 4.74875 -1.00793
H 1.36669 -0.63481 3.74693
H -0.17169 -0.07796 3.10943
H 0.36993 0.42267 4.72461
H 3.92034 1.03247 3.20703
H 3.32816 1.67281 4.73216
H 3.78623 2.77261 3.43505
H -0.46564 3.16014 3.56666
H 0.95234 4.19167 3.43560
H 0.71567 3.19702 4.87166
H 2.71400 0.66983 -4.65108
H 0.66716 1.29605 -5.85525
H -1.30064 2.14058 -4.53498
H -1.13843 2.08374 -2.05542
H 4.65286 1.88790 -5.09022
H 5.00647 3.56030 -4.69229
H 3.33847 3.04988 -4.86943
H 6.55895 1.37522 -2.43670
H 6.11175 2.19694 -0.93983
H 6.65363 3.12520 -2.32910
H 2.46946 3.93386 -1.79386
H 3.72281 4.88474 -2.58240
H 3.98332 4.28451 -0.94998
H 1.98702 -1.76534 -3.14971
H 2.42627 -2.33461 -1.52919
H 3.26503 -2.95902 -2.94150
H 4.29715 -0.75792 -4.94742
H 5.58606 -1.62052 -4.12846
H 5.65728 0.12448 -4.24661
H 5.18958 -1.99454 -0.58215
H 5.64512 -0.29723 -0.43504
H 6.38282 -1.29225 -1.66457
O -0.41595 -1.47004 0.87921
P -0.71525 -2.92241 1.20909
C -0.53637 -3.96489 -0.25523
C -0.95904 -5.29559 -0.30149
C -0.73010 -6.06067 -1.43370
C -0.05728 -5.51571 -2.52176
C 0.39309 -4.20448 -2.47294
C 0.15154 -3.43330 -1.34392
C -2.40614 -3.04755 1.83685
C -2.65520 -2.39518 3.04720
C -3.92885 -2.38987 3.59013
C -4.96844 -3.03914 2.93408
C -4.72885 -3.69587 1.73681
C -3.45140 -3.69870 1.19024
C 0.28602 -3.65622 2.49814
C 1.48507 -3.08156 2.89890
C 2.25199 -3.68557 3.88485
C 1.82249 -4.86642 4.46919
C 0.62071 -5.44432 4.07579
C -0.14961 -4.84103 3.09868
H -1.45533 -5.74842 0.54686
H -1.05579 -7.09181 -1.45975
H 0.14107 -6.12624 -3.39288
H 0.96360 -3.79330 -3.29717
H 0.53643 -2.42121 -1.28159
H -1.84084 -1.91232 3.57715
H -4.10807 -1.90824 4.54287
H -5.95778 -3.05694 3.37173
H -5.53046 -4.23062 1.24411
H -3.26707 -4.24329 0.27332
H 1.82175 -2.17043 2.42873
H 3.18491 -3.23440 4.19538
H 2.42064 -5.33925 5.23638
H 0.28166 -6.36022 4.53998
H -1.10036 -5.28459 2.82791
N -3.94109 3.69108 3.88130
C -3.22734 4.34054 2.72177
C -3.18211 3.35205 1.56145
N -2.55530 2.08754 1.91227
C -3.19534 1.47838 3.07048
C -3.27101 2.40283 4.28505
H -4.90662 3.49495 3.60772
H -3.99034 4.33070 4.67570
H -2.22417 4.58222 3.07404
H -3.75406 5.26168 2.47740
H -2.63418 3.81122 0.74353
H -4.20106 3.15237 1.20983
H -1.56152 2.22080 2.07035
H -2.65720 0.57597 3.36319
H -4.20729 1.16959 2.78477
H -2.27899 2.67859 4.63869
H -3.83778 1.97290 5.10959
C -5.18984 -0.21959 -2.89488
C -4.14649 0.58151 -2.07725
N -2.98410 -0.24804 -1.76408
C -2.43696 -0.79675 -3.00971
C -3.43767 -1.75935 -3.68378
N -4.73029 -1.64907 -2.92920
C -4.53937 -2.16900 -1.53597
C -3.40539 -1.33984 -0.88982
H -5.26527 0.11380 -3.92857
H -6.18348 -0.20712 -2.45092
H -4.58187 0.93088 -1.14127
H -3.82354 1.45331 -2.64591
H -1.51301 -1.32651 -2.78920
H -2.19406 0.02603 -3.67434
H -3.12157 -2.80109 -3.62974
H -3.64477 -1.50215 -4.72108
H -5.43654 -2.21346 -3.39976
H -4.29266 -3.22656 -1.62470
H -5.49317 -2.06922 -1.01991
H -2.54221 -1.96504 -0.69598
H -3.74007 -0.92763 0.06210

E_LUMO	-6.54	eV
calculated total energy	-108092.6800	eV
HOMO energy	-13.52	eV
frontier orbital gap	6.98	eV
spin multiplicity	1
energy relative to the best compared isomer or geometry (same formula, charge and spin)	0.781	eV
charge	+3
strongest force on any atom	0.54	eV/A

Atomic partial charges in e from the Löwdin method, atoms 1 to 2:
1. Cd 1.422
2. C -0.343